167
Properties=species:S:1:pos:R:3:forces:R:3:mulliken_charge:R:1 method="wB97M-V/def2-TZVPD" e_above_lowest_kcal_mol=231.6 gap_ev=1.48 total_charge=-1
Hg -11.0386 -8.4644 -17.2690 0.00 0.01 0.03 0.01
Hg -5.4042 -12.1551 -16.2253 0.00 -0.02 -0.01 0.03
C -16.2844 -10.0757 -17.3468 -0.31 0.60 -0.01 -1.73
C -17.2654 -8.8446 -17.1667 1.54 0.19 0.45 1.41
C -17.8529 -8.9033 -15.7100 -0.96 0.90 -0.61 -1.06
C -18.6033 -7.6088 -15.2841 1.71 0.05 -0.34 -0.72
C -17.6356 -6.3825 -15.3714 -0.85 -1.19 -0.35 -1.23
C -16.9332 -6.2733 -16.8040 -0.66 0.66 1.22 1.55
N -16.4067 -7.5750 -17.2643 1.78 -0.85 -3.20 0.27
O -15.5474 -7.5436 -18.4548 -3.26 0.15 4.26 -0.56
C -15.7515 -5.2312 -16.6063 -0.60 -0.20 -1.28 -1.73
C -18.0683 -5.7970 -17.8006 0.79 0.59 -0.68 -1.79
C -18.3678 -8.9568 -18.2535 0.10 -0.64 0.41 -1.71
H -15.2725 -9.9880 -16.9513 -0.16 0.78 0.33 0.40
H -16.1047 -10.2719 -18.4038 -0.38 -0.20 0.03 0.35
H -16.6996 -10.9272 -16.8078 -0.31 -0.21 -0.39 0.41
H -17.0581 -9.1768 -15.0160 -0.01 0.16 0.06 0.41
H -18.6650 -9.6267 -15.6368 0.43 -0.75 -0.34 0.43
H -19.0296 -7.7397 -14.2895 0.27 0.09 0.22 0.39
H -19.4788 -7.4756 -15.9195 0.10 0.12 -0.29 0.29
H -16.9267 -6.3825 -14.5434 0.40 -0.47 -0.21 0.47
H -18.2685 -5.5318 -15.1187 0.21 0.58 -0.71 0.41
H -16.0181 -4.3752 -15.9864 -0.52 -0.19 0.16 0.41
H -15.5066 -4.8042 -17.5788 0.16 -0.13 -0.09 0.40
H -14.8219 -5.6267 -16.1972 -0.30 -0.53 -0.02 0.41
H -17.9323 -4.7467 -18.0582 -0.03 0.27 0.38 0.46
H -19.1055 -5.9322 -17.4938 0.19 -0.06 0.54 0.29
H -18.0109 -6.2667 -18.7825 0.43 -0.33 0.14 0.43
H -17.9784 -9.1578 -19.2515 0.35 0.72 0.00 0.36
H -19.1107 -8.1592 -18.2476 0.21 -0.03 -0.05 0.34
H -18.8856 -9.8959 -18.0584 -0.27 -0.07 0.36 0.46
C -9.2688 -7.1826 -23.8067 -0.84 -0.54 1.53 -1.81
C -8.1759 -6.1387 -23.7376 0.23 0.27 0.32 1.54
C -8.0176 -5.6857 -25.1822 0.51 0.72 -0.18 -1.27
C -7.1092 -4.4781 -25.2913 -0.06 -0.26 -1.10 -0.56
C -7.5653 -3.3685 -24.4401 -0.34 -0.20 2.13 -1.11
C -7.7281 -3.7228 -22.8942 -1.06 1.77 -1.55 1.56
N -8.5625 -4.9627 -22.8276 -0.09 -1.62 3.17 0.34
O -8.9482 -5.3505 -21.4962 1.35 1.19 -4.33 -0.57
C -8.5448 -2.4936 -22.4116 -1.04 -0.71 1.00 -1.87
C -6.3879 -3.7172 -22.1750 -0.19 -1.31 0.65 -1.71
C -6.8353 -6.8054 -23.3420 -0.19 -0.18 -0.27 -1.62
H -10.2363 -6.6859 -23.8799 -0.03 -0.06 -0.53 0.45
H -9.3876 -7.8036 -22.9188 0.34 0.31 0.47 0.39
H -9.0971 -7.9452 -24.5663 0.02 0.50 -0.52 0.36
H -8.9549 -5.4332 -25.6781 -0.37 0.05 0.39 0.39
H -7.6373 -6.5285 -25.7594 0.17 -0.06 0.05 0.43
H -7.2659 -4.0370 -26.2757 0.76 -0.44 -0.56 0.36
H -6.0560 -4.6795 -25.0955 0.05 -0.24 -0.29 0.32
H -8.5643 -3.0760 -24.7635 0.08 0.30 -0.13 0.40
H -6.8436 -2.5601 -24.5578 -0.29 0.38 0.26 0.32
H -8.9510 -2.6310 -21.4095 0.32 -0.26 0.28 0.42
H -9.4556 -2.3675 -22.9970 0.14 0.05 -0.34 0.42
H -7.9900 -1.5558 -22.3833 0.26 -0.19 -0.36 0.40
H -5.6391 -4.1514 -22.8376 0.44 0.55 0.17 0.32
H -6.4245 -4.3715 -21.3040 -0.22 -0.30 -0.01 0.37
H -6.1660 -2.7561 -21.7112 0.31 0.18 -0.73 0.42
H -6.7050 -7.5938 -24.0833 -0.03 -0.43 0.19 0.46
H -6.8485 -7.2386 -22.3419 -0.05 0.17 -0.03 0.34
H -5.9434 -6.1988 -23.4986 -0.21 0.33 0.35 0.31
C -10.1284 -16.4195 -17.1265 -1.09 -0.02 -0.84 -1.85
C -8.7030 -15.9146 -17.1736 2.22 -2.21 0.67 1.68
C -7.7257 -17.1906 -17.2114 0.19 -1.31 -2.24 -1.07
C -7.6975 -17.9678 -18.5807 -0.85 2.00 -0.06 -0.81
C -7.4775 -16.9544 -19.7100 0.08 -0.26 0.24 -1.25
C -8.3378 -15.6483 -19.7570 1.22 0.94 -0.05 1.53
N -8.3688 -15.0041 -18.3686 -1.97 2.39 0.25 0.41
O -8.9045 -13.6884 -18.3221 1.74 -4.67 -0.11 -0.55
C -9.7408 -15.9261 -20.2883 -0.16 -1.49 1.04 -1.79
C -7.6166 -14.6997 -20.7986 -0.31 -0.78 0.33 -1.67
C -8.3343 -15.3392 -15.8255 -0.17 3.31 0.24 -1.73
H -10.2097 -17.2996 -17.7644 -0.30 0.10 -0.09 0.27
H -10.8314 -15.6607 -17.4702 0.05 0.07 -0.23 0.34
H -10.5245 -16.7226 -16.1573 0.63 0.07 0.28 0.46
H -7.9793 -18.0763 -16.6289 -0.63 0.86 1.34 0.30
H -6.7025 -16.9266 -16.9444 -0.09 0.34 -0.02 0.45
H -8.6652 -18.4560 -18.6972 -0.21 -0.05 -0.10 0.31
H -6.9710 -18.7759 -18.6659 0.27 0.19 0.38 0.42
H -7.5896 -17.5030 -20.6452 -0.10 0.33 -0.37 0.44
H -6.4293 -16.6617 -19.6495 0.10 0.22 -0.07 0.45
H -9.7102 -16.3124 -21.3071 0.04 0.68 -0.29 0.40
H -10.4897 -15.1633 -20.0752 0.36 0.27 -0.41 0.38
H -10.0629 -16.8135 -19.7436 -0.40 -0.05 0.09 0.43
H -8.3596 -14.1240 -21.3505 0.21 0.45 0.38 0.37
H -7.1469 -15.3369 -21.5480 -0.13 -0.32 -0.10 0.43
H -6.7771 -14.1192 -20.4161 -0.45 0.27 0.38 0.38
H -7.2855 -15.2153 -15.5557 0.23 -1.02 -0.23 0.32
H -8.9415 -15.6207 -14.9652 0.16 -0.68 -0.29 0.32
H -8.5396 -14.2709 -15.8936 -0.55 0.40 -0.06 0.47
C -9.0402 -7.8918 -10.7789 0.12 0.74 0.04 -1.64
C -9.7793 -7.1017 -11.8872 -0.31 0.38 -1.31 2.00
C -10.4590 -5.8307 -11.3635 -0.92 0.39 2.46 -1.53
C -9.5964 -4.6671 -10.9230 0.78 -0.32 -0.51 -0.73
C -8.7542 -4.2977 -12.1324 -1.21 1.06 0.32 -1.31
C -7.9875 -5.4219 -12.7993 0.92 0.60 -0.35 1.56
N -8.9060 -6.6129 -13.0244 3.15 -2.98 -1.32 0.15
O -8.1461 -7.7461 -13.6906 -2.47 3.65 2.26 -0.63
C -6.7127 -5.6902 -11.9335 -1.03 -0.67 0.45 -1.58
C -7.4527 -4.7975 -14.1265 0.05 -1.36 -0.16 -1.75
C -10.9682 -7.9084 -12.4494 0.05 -0.97 0.11 -1.79
H -9.7601 -8.3739 -10.1175 -0.12 0.07 0.00 0.41
H -8.4744 -7.1700 -10.1899 0.04 -0.11 0.22 0.32
H -8.3259 -8.6480 -11.1047 -0.23 0.14 -0.55 0.34
H -11.0408 -6.0199 -10.4614 0.07 -1.06 0.47 0.42
H -11.3207 -5.4510 -11.9125 0.56 -0.08 -1.21 0.47
H -8.9753 -4.8810 -10.0532 0.10 -0.40 0.08 0.32
H -10.2429 -3.8578 -10.5837 0.00 0.23 -0.27 0.41
H -8.1221 -3.4358 -11.9184 0.43 -0.14 -0.04 0.42
H -9.4983 -3.9129 -12.8299 0.03 0.01 -0.48 0.39
H -6.1946 -6.6023 -12.2294 -0.13 0.02 -0.07 0.34
H -7.0870 -5.7914 -10.9148 0.37 -0.30 0.22 0.30
H -6.0091 -4.8585 -11.8967 -0.16 0.16 -0.42 0.41
H -8.2475 -4.4937 -14.8078 -0.02 -0.03 0.06 0.41
H -6.8149 -5.5320 -14.6184 -0.31 -0.27 -0.23 0.41
H -6.7566 -3.9759 -13.9578 -0.39 0.29 0.46 0.36
H -10.7687 -8.8265 -13.0019 0.79 0.49 -0.72 0.38
H -11.6548 -7.2551 -12.9878 0.11 -0.24 -0.18 0.39
H -11.5063 -8.4058 -11.6424 -0.28 0.69 0.63 0.37
C -1.0529 -10.6940 -17.4229 0.26 -1.58 0.12 -1.66
C -0.0757 -11.0944 -16.2600 0.99 1.80 -1.11 1.23
C 0.1483 -9.7681 -15.4570 0.15 -0.46 0.44 -1.04
C 0.7522 -9.9805 -14.0826 -0.62 -0.83 0.24 -0.65
C -0.0150 -11.0729 -13.3351 0.49 0.50 0.14 -1.34
C -0.1720 -12.4353 -14.0736 0.18 1.80 1.28 1.50
N -0.7374 -12.1265 -15.4181 0.23 -2.64 -1.10 0.62
O -1.1888 -13.2270 -16.0835 0.95 2.44 1.29 -0.61
C -1.1804 -13.1346 -13.1496 -0.54 -1.35 -1.00 -1.83
C 1.2248 -13.1473 -14.0546 -0.49 -0.31 -0.56 -1.68
C 1.3702 -11.4943 -16.8947 -1.44 -0.92 0.34 -1.64
H -1.2766 -11.6138 -17.9633 -0.10 -0.03 -0.11 0.42
H -0.6443 -10.0036 -18.1608 0.30 0.19 0.41 0.37
H -2.0116 -10.3260 -17.0575 0.16 0.11 0.24 0.36
H -0.8076 -9.2466 -15.4082 -0.07 0.00 0.26 0.44
H 0.8668 -9.0713 -15.8887 -0.24 -0.22 -1.05 0.33
H 0.7121 -9.0366 -13.5391 0.12 -0.04 0.18 0.39
H 1.7970 -10.2742 -14.1829 0.15 0.08 -0.02 0.30
H -0.9888 -10.6770 -13.0469 -0.24 -0.08 -0.29 0.49
H 0.4683 -11.2842 -12.3812 0.19 -0.09 0.09 0.40
H -2.1215 -12.5930 -13.0540 0.19 0.29 -0.03 0.44
H -0.7756 -13.3462 -12.1599 0.23 0.39 -0.04 0.41
H -1.4763 -14.1062 -13.5450 0.11 -0.13 -0.20 0.40
H 1.3051 -13.7907 -13.1785 -0.08 0.10 0.10 0.45
H 2.0737 -12.4637 -14.0438 -0.19 0.21 0.06 0.30
H 1.3727 -13.7926 -14.9206 -0.26 -0.05 -0.09 0.34
H 1.6077 -10.8271 -17.7233 0.04 0.28 0.32 0.44
H 1.3538 -12.4943 -17.3281 -0.49 -0.14 -0.12 0.37
H 2.1830 -11.5856 -16.1742 -0.11 0.64 0.18 0.31
C -8.1750 -24.4064 -14.2894 -0.05 -0.93 1.13 -0.34
Br -6.8122 -25.5196 -15.1387 -0.55 0.45 0.33 0.00
Br -7.4501 -23.4722 -12.7009 -0.36 -0.38 -1.02 0.00
Br -9.7182 -25.5821 -13.6279 1.20 1.11 -0.84 -0.04
H -8.4976 -23.6776 -15.0329 -0.24 -0.25 0.40 0.38
C -0.3698 -21.4860 -12.4388 -0.43 -0.25 -0.32 -0.30
Br -0.3521 -23.4229 -12.0892 0.17 0.80 -0.20 -0.02
Br -1.7196 -21.0778 -13.8401 0.99 -0.14 0.55 0.00
Br 1.4414 -20.7654 -12.7823 -1.32 -0.45 0.16 -0.01
H -0.8147 -21.0396 -11.5495 0.57 0.04 -0.18 0.34
C -14.7931 -17.2827 -9.9630 -0.04 0.14 -1.04 -0.32
Br -16.2712 -18.5055 -10.4647 1.02 0.42 0.15 -0.02
Br -14.7347 -15.7420 -11.2745 0.06 -1.25 1.09 -0.01
Br -12.9856 -18.1592 -9.8249 -1.73 0.72 -0.04 -0.01
H -15.1484 -16.8820 -9.0136 0.69 -0.04 -0.16 0.35
C -14.1160 -15.2530 -29.0078 -0.38 -0.08 0.75 -0.32
Br -14.0768 -16.4084 -27.4143 0.07 0.44 -0.51 -0.02
Br -14.0287 -13.3644 -28.4754 -0.20 -0.81 -0.36 0.00
Br -15.7356 -15.7214 -30.0441 1.07 0.47 0.34 -0.01
H -13.1857 -15.4603 -29.5367 -0.56 -0.02 -0.22 0.34